Entry 1:
{"formula": "C3H7N3O2", "method": "ωB97M-V with the def2-TZVPD basis set", "e_lumo_ev": 0.68, "homo_ev": -9.07, "orbital_gap_ev": 9.8, "smiles": "[H]/N=C(/CC(=O)O)NN", "total_energy_ha": -433.195172, "species": ["H", "N", "C", "C", "C", "O", "O", "N", "N", "H", "H", "H", "H", "H", "H"], "positions_angstrom": [[0.493, -2.373, -1.106], [-0.181, -1.797, -0.603], [0.189, -0.605, -0.449], [-0.382, 0.525, 0.257], [-2.078, 0.295, 0.332], [-2.911, 0.760, -0.418], [-2.441, -0.384, 1.446], [1.655, -0.110, -0.880], [2.531, 0.642, -0.095], [-0.066, 0.576, 1.299], [-0.287, 1.479, -0.262], [-3.418, -0.443, 1.408], [2.034, -0.435, -1.768], [2.249, 1.620, -0.005], [2.612, 0.250, 0.842]], "lowdin_charge": [0.06, 0.16, -0.36, -0.03, -0.44, 0.08, 0.08, -0.13, -0.04, 0.12, 0.12, 0.13, 0.10, 0.07, 0.08]}

***

Entry 2:
{"formula": "C31H20Cl2GaNOP", "method": "ωB97M-V with the def2-TZVPD basis set", "charge": 1, "e_lumo_ev": -4.13, "homo_ev": -10.68, "orbital_gap_ev": 6.6, "total_energy_ha": -4509.649570, "species": ["Ga", "C", "C", "C", "C", "C", "C", "P", "C", "C", "C", "C", "C", "C", "C", "C", "C", "C", "C", "C", "C", "C", "C", "C", "H", "H", "H", "H", "H", "H", "H", "H", "H", "H", "H", "H", "H", "H", "H", "H", "Cl", "C", "C", "C", "Cl", "C", "C", "C", "C", "N", "C", "C", "O", "H", "H", "H", "H"], "positions_angstrom": [[1.331, 0.402, -1.310], [-3.475, 4.294, -0.084], [-3.545, 3.417, 0.991], [-2.626, 2.387, 1.106], [-1.635, 2.232, 0.136], [-1.572, 3.111, -0.944], [-2.492, 4.143, -1.050], [-0.367, 0.970, 0.273], [-1.099, -0.616, 0.715], [-0.160, -1.670, 1.245], [-0.744, -3.114, 1.328], [-2.184, -3.275, 0.958], [-2.923, -2.254, 0.531], [-2.361, -0.909, 0.383], [0.855, 1.449, 1.517], [0.476, 1.748, 2.802], [1.414, 2.206, 3.743], [2.715, 2.380, 3.368], [3.148, 2.089, 2.052], [4.499, 2.285, 1.671], [4.916, 1.996, 0.406], [4.003, 1.475, -0.536], [2.686, 1.268, -0.219], [2.222, 1.596, 1.098], [-4.194, 5.098, -0.170], [-4.316, 3.537, 1.740], [-2.687, 1.702, 1.942], [-0.811, 2.988, -1.706], [-2.443, 4.823, -1.889], [0.278, -1.327, 2.184], [-0.571, -3.572, 2.302], [-2.622, -4.261, 1.059], [-3.964, -2.398, 0.277], [-3.013, -0.140, -0.015], [-0.562, 1.647, 3.097], [1.097, 2.433, 4.752], [3.443, 2.750, 4.080], [5.194, 2.672, 2.406], [5.947, 2.154, 0.120], [4.371, 1.233, -1.526], [-0.119, -0.648, -5.800], [-0.100, -1.623, -4.393], [-0.673, -2.949, -4.492], [-0.723, -3.764, -3.432], [-1.432, -5.331, -3.553], [-0.191, -3.345, -2.140], [-0.221, -4.080, -1.017], [0.320, -3.604, 0.282], [0.943, -2.186, 0.262], [0.975, -1.519, -1.020], [0.418, -2.017, -2.085], [0.426, -1.139, -3.242], [0.949, 0.080, -3.087], [-1.070, -3.255, -5.449], [-0.655, -5.073, -1.051], [0.981, -4.368, 0.694], [1.943, -2.131, 0.691]], "lowdin_charge": [0.60, -0.06, -0.06, -0.09, -0.35, -0.08, -0.06, 1.11, -0.29, -0.16, -0.16, -0.04, -0.05, -0.05, -0.29, -0.06, -0.05, -0.01, -0.15, -0.01, -0.06, -0.09, -0.18, -0.18, 0.11, 0.11, 0.11, 0.10, 0.11, 0.15, 0.15, 0.12, 0.11, 0.11, 0.11, 0.11, 0.12, 0.12, 0.11, 0.11, 0.78, -0.57, -0.11, -0.60, 0.75, -0.13, 0.06, -0.14, -0.17, 0.06, -0.10, -0.35, -0.09, 0.11, 0.11, 0.16, 0.16]}

***

Entry 3:
{"formula": "C4H11NO2", "method": "ωB97M-V with the def2-TZVPD basis set", "e_lumo_ev": 0.91, "homo_ev": -8.76, "orbital_gap_ev": 9.7, "smiles": "CNCCC=O.O", "total_energy_ha": -364.158836, "species": ["C", "N", "C", "C", "C", "O", "H", "H", "H", "H", "H", "H", "H", "H", "H", "O", "H", "H"], "positions_angstrom": [[2.927, -0.821, -0.840], [1.826, 0.202, -1.124], [0.460, 0.041, -0.489], [-0.332, 1.264, -0.692], [-1.757, 0.793, -0.648], [-2.065, 0.012, 0.239], [3.696, -0.758, -1.706], [2.415, -1.829, -0.655], [3.431, -0.547, 0.174], [2.282, 1.054, -0.817], [0.438, -0.199, 0.502], [0.014, -0.896, -0.926], [-0.275, 2.006, 0.069], [-0.142, 1.639, -1.679], [-2.590, 0.946, -1.453], [-3.275, -0.834, 2.984], [-3.321, -0.465, 3.909], [-3.733, -1.607, 3.152]], "lowdin_charge": [-0.13, -0.14, -0.25, -0.17, -0.24, 0.02, 0.09, 0.08, 0.08, 0.08, 0.08, 0.14, 0.12, 0.11, 0.15, -0.05, 0.07, -0.02]}

***

Entry 4:
{"formula": "C18H23IIrN8", "method": "ωB97M-V with the def2-TZVPD basis set", "charge": 4, "e_lumo_ev": [-13.17, -16.01], "homo_ev": [-20.33, -20.32], "orbital_gap_ev": [7.2, 4.3], "total_energy_ha": -1538.367830, "spin_multiplicity": 2, "species": ["Ir", "N", "C", "C", "C", "C", "C", "C", "C", "C", "N", "C", "H", "H", "H", "H", "H", "H", "H", "H", "C", "N", "C", "C", "N", "N", "C", "N", "N", "H", "H", "H", "H", "H", "H", "H", "H", "H", "H", "H", "I", "C", "C", "C", "C", "C", "N", "H", "H", "H", "H"], "positions_angstrom": [[0.365, -0.375, -0.183], [0.241, 0.727, 1.573], [0.122, 2.161, 1.227], [0.402, 3.173, 2.101], [0.110, 4.501, 1.719], [-0.496, 4.764, 0.520], [-0.798, 3.714, -0.385], [-1.472, 3.895, -1.614], [-1.750, 2.804, -2.400], [-1.294, 1.543, -2.013], [-0.620, 1.334, -0.883], [-0.430, 2.402, -0.037], [1.026, 0.565, 2.209], [-0.580, 0.463, 2.123], [0.807, 2.980, 3.089], [0.339, 5.306, 2.404], [-0.761, 5.780, 0.253], [-1.778, 4.888, -1.922], [-2.290, 2.903, -3.331], [-1.462, 0.690, -2.657], [-3.972, -2.306, 0.363], [-2.741, -3.108, 0.548], [-2.974, -4.551, 0.785], [-1.529, -2.606, 0.505], [-1.310, -1.300, 0.165], [-0.467, -3.422, 0.800], [0.886, -3.128, 0.953], [1.627, -4.128, 1.407], [1.362, -1.948, 0.655], [-4.739, -2.737, 1.003], [-4.300, -2.365, -0.675], [-3.841, -1.273, 0.677], [-3.994, -4.779, 0.490], [-2.858, -4.783, 1.847], [-2.314, -5.158, 0.163], [-2.176, -0.784, 0.023], [-0.724, -4.367, 1.049], [1.246, -5.022, 1.683], [2.626, -4.029, 1.527], [2.365, -1.879, 0.788], [0.940, -1.168, -2.737], [2.475, 0.114, -2.023], [3.609, 0.456, -2.707], [4.531, 1.250, -2.019], [4.268, 1.629, -0.709], [3.085, 1.234, -0.109], [2.180, 0.489, -0.767], [3.786, 0.126, -3.722], [5.448, 1.557, -2.509], [4.972, 2.231, -0.149], [2.854, 1.536, 0.903]], "lowdin_spin": [0.44, 0.01, 0.00, 0.00, 0.00, 0.00, 0.00, 0.00, 0.00, 0.00, 0.00, 0.00, 0.00, 0.00, 0.00, 0.00, 0.00, 0.00, 0.00, 0.00, 0.01, 0.14, 0.02, 0.01, 0.33, -0.01, 0.00, 0.00, 0.00, 0.00, 0.01, 0.00, 0.00, 0.01, 0.00, 0.01, 0.00, 0.00, 0.00, 0.00, 0.03, 0.00, 0.00, 0.00, 0.00, 0.00, 0.00, 0.00, 0.00, 0.00, 0.00]}

***

Entry 5:
{"formula": "C51H41Cl4O2PPbSb2", "method": "ωB97M-V with the def2-TZVPD basis set", "charge": 2, "e_lumo_ev": -6.06, "homo_ev": -13.00, "orbital_gap_ev": 6.9, "total_energy_ha": -4973.429903, "species": ["Pb", "C", "C", "C", "Sb", "C", "C", "C", "C", "C", "C", "C", "C", "C", "C", "C", "C", "Sb", "C", "C", "C", "C", "C", "C", "C", "C", "C", "C", "C", "C", "H", "H", "H", "H", "H", "H", "H", "H", "H", "H", "H", "H", "H", "H", "H", "H", "H", "H", "H", "H", "H", "H", "H", "H", "H", "H", "Cl", "C", "C", "Cl", "C", "Cl", "C", "O", "C", "O", "C", "Cl", "C", "C", "C", "C", "C", "C", "P", "C", "C", "C", "C", "C", "C", "C", "C", "C", "C", "C", "C", "H", "H", "H", "H", "H", "H", "H", "H", "H", "H", "H", "H", "H", "H", "H"], "positions_angstrom": [[0.141, -0.847, -0.771], [3.481, 1.068, -2.229], [2.864, 2.028, -3.229], [1.628, 1.510, -3.957], [-0.291, 2.086, -3.078], [-1.819, 2.287, -4.563], [-1.854, 1.358, -5.592], [-2.863, 1.428, -6.537], [-3.817, 2.430, -6.452], [-3.769, 3.357, -5.423], [-2.767, 3.294, -4.468], [-0.002, 4.068, -2.314], [0.788, 4.855, -3.141], [0.909, 6.208, -2.879], [0.234, 6.764, -1.803], [-0.559, 5.969, -0.992], [-0.693, 4.612, -1.248], [2.460, 0.879, -0.305], [4.233, 0.262, 0.754], [5.124, -0.609, 0.144], [6.312, -0.934, 0.775], [6.602, -0.402, 2.021], [5.696, 0.445, 2.640], [4.508, 0.779, 2.010], [2.307, 2.909, 0.362], [3.361, 3.791, 0.169], [3.261, 5.091, 0.640], [2.120, 5.497, 1.315], [1.078, 4.608, 1.520], [1.166, 3.312, 1.039], [4.493, 1.399, -1.987], [3.553, 0.068, -2.658], [3.621, 2.243, -3.990], [2.657, 2.979, -2.730], [1.624, 0.426, -4.066], [1.569, 1.956, -4.951], [-1.095, 0.587, -5.652], [-2.906, 0.699, -7.333], [-4.591, 2.500, -7.201], [-4.508, 4.139, -5.366], [-2.714, 4.024, -3.667], [1.284, 4.421, -3.998], [1.509, 6.828, -3.528], [0.315, 7.822, -1.601], [-1.093, 6.419, -0.170], [-1.322, 3.984, -0.632], [4.905, -1.033, -0.829], [7.014, -1.595, 0.288], [7.533, -0.648, 2.507], [5.918, 0.859, 3.611], [3.810, 1.450, 2.497], [4.256, 3.455, -0.342], [4.072, 5.791, 0.495], [2.031, 6.510, 1.677], [0.195, 4.922, 2.056], [0.352, 2.613, 1.188], [-5.945, -1.169, -3.079], [-4.524, -0.454, -2.443], [-4.611, 0.344, -1.302], [-6.097, 0.500, -0.456], [-3.478, 1.000, -0.816], [-3.578, 2.006, 0.572], [-2.262, 0.807, -1.447], [-1.092, 1.382, -1.087], [-2.158, -0.038, -2.567], [-0.921, -0.113, -3.074], [-3.294, -0.655, -3.076], [-3.166, -1.686, -4.441], [-3.751, -1.427, 5.287], [-3.063, -0.285, 4.913], [-2.351, -0.244, 3.723], [-2.343, -1.362, 2.900], [-3.052, -2.505, 3.266], [-3.746, -2.536, 4.456], [-1.287, -1.534, 1.417], [-2.282, -2.618, 0.338], [-1.683, -3.596, -0.456], [-2.442, -4.302, -1.375], [-3.794, -4.028, -1.510], [-4.397, -3.063, -0.716], [-3.644, -2.355, 0.201], [0.063, -2.583, 2.080], [1.317, -2.014, 2.296], [2.349, -2.775, 2.817], [2.133, -4.103, 3.145], [0.879, -4.665, 2.960], [-0.150, -3.916, 2.422], [-4.291, -1.462, 6.221], [-3.068, 0.579, 5.557], [-1.814, 0.649, 3.440], [-3.069, -3.365, 2.615], [-4.273, -3.434, 4.731], [-0.635, -3.837, -0.323], [-1.981, -5.079, -1.966], [-4.379, -4.562, -2.242], [-5.458, -2.882, -0.804], [-4.103, -1.598, 0.820], [1.474, -0.958, 2.089], [3.320, -2.328, 2.962], [2.935, -4.699, 3.548], [0.703, -5.692, 3.236], [-1.117, -4.367, 2.263]], "lowdin_charge": [1.21, -0.34, -0.36, -0.25, 1.81, -0.30, -0.13, -0.06, -0.04, -0.05, -0.09, -0.32, -0.13, -0.05, -0.05, -0.06, -0.12, 1.41, -0.38, -0.14, -0.06, -0.06, -0.06, -0.13, -0.38, -0.11, -0.05, -0.06, -0.08, -0.15, 0.07, 0.06, 0.13, 0.07, 0.07, 0.08, 0.10, 0.12, 0.12, 0.12, 0.11, 0.10, 0.12, 0.12, 0.12, 0.09, 0.10, 0.12, 0.12, 0.11, 0.10, 0.11, 0.12, 0.12, 0.12, 0.09, 0.75, -0.71, -0.71, 0.73, -0.63, 0.75, -0.48, -0.38, -0.49, -0.37, -0.60, 0.77, -0.05, -0.06, -0.08, -0.35, -0.10, -0.05, 0.96, -0.43, -0.14, -0.05, -0.05, -0.07, -0.10, -0.39, -0.14, -0.06, -0.04, -0.04, -0.08, 0.12, 0.11, 0.10, 0.10, 0.12, 0.09, 0.12, 0.12, 0.10, 0.11, 0.06, 0.11, 0.12, 0.12, 0.11]}

***

In kJ/mol, the ΔE to the lowest compared entry with this formula, charge and spin values for the records above are, in order, 335.0 172.5 287.1 0.5 0.0.